C26H78BrMnNO16 | ωB97M-V/def2-TZVPD

Atoms and positions in Å:
Mn  -0.260  -0.105  -0.130
Br  -2.031  -1.122  1.535
N  2.277  -0.202  2.220
O  2.090  -0.096  3.399
O  1.294  -0.021  1.508
O  3.423  -0.408  1.789
C  -2.139  3.247  -5.411
C  -1.589  3.956  -4.185
O  -1.600  3.077  -3.067
H  -1.937  2.180  -5.510
H  -1.965  3.622  -6.420
H  -3.228  3.211  -5.373
H  -2.067  4.910  -3.961
H  -0.533  4.176  -4.340
H  -2.308  3.411  -2.511
C  2.526  2.751  -1.757
C  2.497  1.388  -1.176
O  1.198  0.820  -1.348
H  3.472  3.234  -1.515
H  1.791  3.417  -1.305
H  2.291  2.792  -2.821
H  2.737  1.360  -0.113
H  3.242  0.715  -1.601
H  1.003  1.045  -2.261
C  -0.042  -4.459  1.407
C  -0.855  -5.079  0.306
O  -0.499  -4.614  -0.922
H  -0.206  -3.381  1.390
H  0.998  -4.775  1.495
H  -0.457  -4.885  2.320
H  -1.882  -4.771  0.500
H  -0.829  -6.167  0.357
H  0.284  -5.087  -1.212
C  -3.400  -4.597  -2.830
C  -2.463  -3.757  -3.754
O  -1.536  -3.130  -2.981
H  -3.696  -4.084  -1.915
H  -2.905  -5.542  -2.608
H  -4.301  -4.812  -3.404
H  -3.095  -3.121  -4.374
H  -1.995  -4.448  -4.456
H  -1.141  -3.807  -2.426
C  4.071  -4.266  3.522
C  3.725  -3.832  2.091
O  4.782  -2.959  1.626
H  3.322  -4.800  4.106
H  4.404  -3.418  4.119
H  4.909  -4.956  3.428
H  2.794  -3.268  2.138
H  3.784  -4.720  1.461
H  4.528  -2.056  1.830
C  3.301  3.329  3.629
C  3.000  3.375  2.169
O  4.145  3.649  1.387
H  2.428  3.101  4.240
H  3.624  4.346  3.850
H  4.121  2.646  3.852
H  2.235  4.145  2.073
H  2.696  2.390  1.814
H  4.684  2.863  1.496
C  -4.633  5.255  0.221
C  -3.732  4.744  -0.907
O  -3.387  3.422  -0.728
H  -4.736  6.333  0.099
H  -4.311  5.171  1.259
H  -5.511  4.626  0.073
H  -2.802  5.299  -1.034
H  -4.247  4.788  -1.866
H  -4.150  2.932  -0.412
C  -2.868  -0.113  -3.837
C  -2.622  0.122  -2.298
O  -1.407  -0.517  -1.950
H  -3.411  0.707  -4.308
H  -3.465  -1.000  -4.051
H  -1.961  -0.038  -4.438
H  -3.506  -0.160  -1.726
H  -2.549  1.190  -2.089
H  -1.588  -1.396  -2.289
C  2.377  0.618  -5.050
C  1.002  1.197  -5.142
O  0.466  1.311  -3.868
H  2.540  0.381  -6.101
H  2.449  -0.188  -4.320
H  3.043  1.436  -4.775
H  0.514  0.497  -5.820
H  1.008  2.205  -5.557
H  -0.247  1.951  -3.932
C  -1.778  2.567  2.191
C  -0.801  2.889  1.026
O  -1.134  2.000  -0.039
H  -2.798  2.524  1.809
H  -1.751  3.380  2.916
H  -1.489  1.673  2.744
H  0.224  2.638  1.298
H  -0.875  3.876  0.570
H  -1.942  2.359  -0.412
C  2.183  -2.786  -2.504
C  1.884  -2.450  -1.010
O  0.537  -2.089  -0.596
H  1.936  -1.979  -3.193
H  1.630  -3.660  -2.847
H  3.227  -3.030  -2.701
H  2.639  -1.770  -0.616
H  2.142  -3.326  -0.415
H  0.144  -2.962  -0.656
C  0.799  1.717  6.551
C  -0.274  1.786  5.434
O  -0.567  0.461  5.007
H  0.580  0.971  7.315
H  0.851  2.725  6.962
H  1.818  1.549  6.201
H  0.042  2.331  4.544
H  -1.196  2.273  5.750
H  0.182  0.153  4.491
C  0.093  -2.733  4.683
C  -1.300  -2.981  5.206
O  -2.239  -3.192  4.200
H  0.765  -2.310  5.430
H  0.248  -1.996  3.896
H  0.547  -3.592  4.187
H  -1.602  -2.229  5.935
H  -1.351  -3.829  5.888
H  -2.357  -4.144  4.232

Calculated values
Energy ... -163835.095 eV
HOMO-LUMO gap (alpha / beta) ... 7.80 / 7.91 eV
Multiplicity ... 6
Relative energy (zero: lowest compared OMol25 entry of this formula, charge and spin) ... 0.0 kcal/mol
Lowest unoccupied orbital energy (alpha / beta) ... 0.1 / 0.1 eV

Here are the Mulliken charges for atoms 1 to 2, given in e: -0.080 -0.778